[1]
This record from OMol25 describes C20H31ClN4O2S in the gas phase. The level of theory is the ωB97M-V functional and the def2-TZVPD basis.

Properties
F_max = 0.0178 Eh/bohr
SMILES = COc1ccc(NC(=S)N2CCC(N(C)CCN3CCOCC3)CC2)cc1Cl
LUMO energy = 0.54 eV
DFT total energy = -54655.4535 eV
Highest occupied orbital energy = -7.802 eV
Orbital gap = 8.3 eV

Structure (ORCA input):
```
! wB97M-V def2-TZVPD RIJCOSX def2/J DEFGRID3
* xyz 0 1
C 8.901 0.458 -1.807
H 9.930 0.155 -1.994
O 8.359 -0.540 -0.978
C 7.074 -0.405 -0.559
C 6.216 0.634 -0.900
C 4.920 0.683 -0.419
C 4.448 -0.302 0.438
C 5.291 -1.362 0.773
C 6.578 -1.409 0.281
Cl 7.607 -2.727 0.703
H 4.947 -2.152 1.423
N 3.142 -0.328 0.932
C 2.341 0.730 1.270
N 1.077 0.407 1.651
C 0.184 1.443 2.132
C -0.702 1.967 1.005
H -1.374 2.735 1.391
H -0.065 2.418 0.243
C -1.508 0.802 0.404
N -2.426 1.155 -0.658
C -1.878 1.912 -1.760
H -1.694 2.969 -1.514
H -2.583 1.876 -2.591
H -0.946 1.464 -2.094
C -3.722 1.650 -0.232
H -3.802 1.612 0.856
C -4.838 0.799 -0.853
N -4.759 -0.575 -0.395
C -5.362 -0.781 0.909
H -4.933 -0.079 1.626
C -5.073 -2.210 1.368
H -5.555 -2.416 2.325
O -5.583 -3.154 0.457
C -5.038 -2.944 -0.824
H -5.496 -3.690 -1.477
C -5.322 -1.530 -1.331
H -4.847 -1.395 -2.305
H -6.414 -1.400 -1.444
H -3.949 -3.099 -0.795
H -3.984 -2.339 1.467
H -6.456 -0.624 0.877
H -4.703 0.799 -1.936
H -5.819 1.254 -0.629
H -3.869 2.696 -0.534
H -2.123 0.364 1.200
C -0.532 -0.290 -0.050
H 0.116 0.084 -0.843
C 0.347 -0.731 1.126
H 1.024 -1.517 0.794
H -0.279 -1.130 1.931
H -1.097 -1.138 -0.436
H 0.786 2.249 2.552
H -0.432 1.006 2.925
S 2.901 2.286 1.311
H 2.881 -1.221 1.327
H 4.282 1.500 -0.709
H 6.551 1.422 -1.555
H 8.365 0.525 -2.759
H 8.895 1.436 -1.315
*
```

=====

[2]
This record from OMol25 describes a molecular structure, C20H31F5O8P2Pt at a distorted geometry. The level of theory is the ωB97M-V functional and the def2-TZVPD basis.

Properties
F_max = 0.0521 Eh/bohr
LUMO energy = -8.65 eV
DFT total energy = -73021.5860 eV
Highest occupied orbital energy = -15.810 eV
ΔE to the lowest compared entry with this formula, charge and spin = 229.6 kJ/mol
Orbital gap = 7.2 eV

Structure (ORCA input):
```
! wB97M-V def2-TZVPD RIJCOSX def2/J DEFGRID3
* xyz 2 1
Pt -0.219 0.345 0.134
C 4.516 1.303 -0.007
C 4.738 0.466 1.231
C 5.970 -0.407 1.184
O 3.548 -0.385 1.504
P 2.682 -1.202 0.521
O 1.672 -0.427 -0.286
C 1.787 -2.345 1.592
P 0.713 -1.494 2.756
O 0.082 -0.295 2.084
O 1.583 -0.962 3.917
C 2.091 -1.767 5.059
C 1.290 -1.397 6.282
C 3.564 -1.454 5.174
O -0.262 -2.577 3.293
C -1.729 -2.609 3.381
C -2.248 -1.432 4.173
C -2.313 -2.726 1.990
O 3.623 -2.019 -0.403
C 3.358 -2.408 -1.809
C 4.653 -2.994 -2.316
C 2.196 -3.372 -1.865
H 5.366 1.971 -0.137
H 3.614 1.908 0.077
H 4.445 0.681 -0.903
H 4.759 1.099 2.116
H 5.945 -1.089 0.335
H 6.074 -0.986 2.101
H 6.847 0.232 1.086
H 2.494 -2.974 2.138
H 1.176 -2.980 0.947
H 1.940 -2.820 4.807
H 1.361 -0.327 6.471
H 1.688 -1.929 7.147
H 0.242 -1.672 6.171
H 3.714 -0.427 5.507
H 4.070 -1.589 4.218
H 4.020 -2.124 5.903
H -1.907 -3.534 3.928
H -2.049 -0.488 3.661
H -1.794 -1.388 5.161
H -3.324 -1.542 4.308
H -2.135 -1.807 1.424
H -3.388 -2.892 2.060
H -1.879 -3.564 1.446
H 3.120 -1.483 -2.336
H 4.916 -3.889 -1.753
H 5.466 -2.274 -2.237
H 4.539 -3.266 -3.365
H 2.412 -4.273 -1.289
H 2.025 -3.666 -2.900
H 1.274 -2.916 -1.499
O -2.361 1.854 -0.823
C -1.323 2.302 -1.415
O -0.171 1.887 -1.195
H -1.465 3.097 -2.152
F -2.705 -0.747 -1.328
C -3.112 0.089 -0.424
C -2.075 0.863 0.319
C -2.613 1.742 1.385
F -1.738 2.377 2.101
C -3.937 1.888 1.639
F -4.390 2.683 2.579
C -4.840 1.146 0.839
F -6.098 1.267 1.050
C -4.435 0.257 -0.186
F -5.375 -0.376 -0.851
*
```

=====

[3]
This record from OMol25 describes C20H31N3O3 in the gas phase. The level of theory is the ωB97M-V functional and the def2-TZVPD basis.

Properties
F_max = 0.0103 Eh/bohr
SMILES = CC[C@@H](C)[C@H](NC(=O)NC1CCN(Cc2ccccc2)CC1)C(=O)OC
LUMO energy = 0.62 eV
DFT total energy = -31857.5070 eV
Highest occupied orbital energy = -8.760 eV
ΔE to the lowest compared entry with this formula, charge and spin = 65.1 kJ/mol
Orbital gap = 9.4 eV

Structure (ORCA input):
```
! wB97M-V def2-TZVPD RIJCOSX def2/J DEFGRID3
* xyz 0 1
C 5.241 2.437 4.085
H 6.074 2.034 3.514
C 3.913 2.065 3.435
H 3.877 2.499 2.434
C 3.713 0.546 3.352
C 3.210 -0.022 4.677
H 2.220 0.364 4.910
H 3.884 0.252 5.484
H 3.153 -1.108 4.635
H 4.676 0.079 3.114
C 2.753 0.146 2.210
N 3.392 0.337 0.929
C 2.754 0.246 -0.290
O 3.251 0.721 -1.290
N 1.597 -0.469 -0.298
H 1.218 -0.842 0.556
C 0.752 -0.545 -1.468
C 0.456 -1.996 -1.846
C -0.469 -2.038 -3.059
N -1.709 -1.347 -2.762
C -1.455 0.054 -2.477
C -0.575 0.182 -1.239
H -0.391 1.235 -1.018
H -1.092 -0.272 -0.390
H -2.414 0.547 -2.304
H -0.960 0.553 -3.331
C -2.696 -1.505 -3.816
C -4.053 -1.038 -3.364
C -4.856 -0.257 -4.183
C -6.109 0.151 -3.756
C -6.568 -0.213 -2.503
C -5.771 -0.989 -1.678
C -4.523 -1.401 -2.108
H -3.891 -2.003 -1.472
H -6.126 -1.275 -0.698
H -7.544 0.108 -2.169
H -6.726 0.758 -4.404
H -4.500 0.035 -5.161
H -2.402 -0.972 -4.739
H -2.757 -2.573 -4.056
H -0.704 -3.078 -3.303
H 0.048 -1.590 -3.927
H 1.385 -2.522 -2.069
H -0.036 -2.493 -1.007
H 1.312 -0.056 -2.271
H 4.156 0.997 0.906
C 1.454 0.951 2.280
O 1.316 2.084 1.910
O 0.459 0.208 2.786
C -0.807 0.849 2.896
H -0.754 1.671 3.612
H -1.504 0.089 3.239
H -1.113 1.247 1.926
H 2.500 -0.916 2.337
H 3.093 2.508 4.003
H 5.346 3.518 4.128
H 5.303 2.051 5.100
*
```

=====

[4]
This record from OMol25 describes a molecular structure, C20H31N3O5 at a distorted geometry. The level of theory is the ωB97M-V functional and the def2-TZVPD basis.

Properties
F_max = 0.2994 Eh/bohr
LUMO energy = -1.54 eV
DFT total energy = -35929.0531 eV
Highest occupied orbital energy = -8.018 eV
ΔE to the lowest compared entry with this formula, charge and spin = 2149.6 kJ/mol
Orbital gap = 6.5 eV

Structure (ORCA input):
```
! wB97M-V def2-TZVPD RIJCOSX def2/J DEFGRID3
* xyz 0 1
C -1.961 -3.263 -1.759
H -1.879 -4.201 -1.263
O -2.866 -2.401 -0.918
C -2.150 -1.926 0.307
C -0.869 -2.182 0.829
C -0.163 -1.839 1.871
C -0.795 -1.044 2.679
C -2.323 -0.446 2.205
C -2.850 -0.927 0.997
O -4.084 -0.529 0.686
C -5.092 -1.511 0.128
H -5.987 -0.783 0.090
H -5.200 -2.064 1.320
H -4.902 -2.073 -0.663
O -2.881 0.454 3.114
C -4.103 0.488 3.119
H -4.503 1.081 2.389
H -4.324 1.126 4.039
H -4.944 -0.375 3.140
H -0.526 -0.663 3.462
C 1.137 -2.120 2.183
H 1.634 -3.111 1.399
C 2.101 -1.109 2.070
H 3.155 -1.482 2.592
H 1.527 -0.029 2.587
C 2.392 -0.592 0.778
N 1.434 0.098 0.218
C 0.749 -0.606 -1.150
O 1.362 -1.743 -1.378
C -0.273 0.032 -1.711
O -0.734 -0.285 -2.943
N -0.875 1.290 -1.145
H -1.728 1.485 -1.592
C -0.423 1.699 0.259
H -0.641 2.737 0.253
C 0.925 1.321 0.248
H 1.056 1.633 1.498
C 2.037 2.250 -0.224
H 1.642 3.422 0.200
H 3.044 2.225 -0.071
C 1.917 2.503 -1.627
H 2.454 3.484 -2.087
H 0.964 2.621 -2.089
C 2.850 1.695 -2.409
C 4.271 2.090 -2.531
N 4.379 3.300 -2.818
H 5.469 3.509 -2.752
H 4.176 3.335 -3.727
H 4.468 2.043 -1.463
H 4.907 1.208 -3.080
H 2.530 0.670 -2.214
H 2.391 1.738 -3.600
H -1.283 1.133 0.945
H 3.322 0.052 0.934
H 2.769 -1.554 0.277
H 1.148 -2.851 3.154
H -0.273 -2.955 0.101
H -2.509 -3.311 -2.691
H -1.070 -2.747 -2.166
*
```

=====

- Number 3 is which compound?
  C20H31N3O3